one.
{"formula": "C4H6N4", "method": "wB97M-V/def2-TZVPD", "elements": ["C", "C", "C", "C", "H", "H", "H", "H", "H", "H", "N", "N", "N", "N"], "coordinates": [[-2.41219, 0.83503, -0.42948], [-0.35110, -0.44822, -0.12958], [1.89468, -0.22083, 0.29984], [0.29472, -1.65165, 0.57037], [-1.61591, 2.05086, -1.02086], [-3.46775, 0.73127, -0.70724], [-2.56626, 1.46714, 0.82752], [0.95189, 1.35444, -0.83881], [3.69312, -0.42168, 0.37039], [-0.30201, -2.47938, 0.66962], [-1.46792, -0.40807, -0.51559], [0.71000, 0.42543, -0.17804], [3.07158, 0.24135, -0.00158], [1.56713, -1.47570, 1.08344]], "lumo_energy_ev": -0.749, "total_charge": 0, "homo_energy_ev": -9.04}

***

two.
{"formula": "C4H6N4", "method": "wB97M-V/def2-TZVPD", "elements": ["C", "C", "C", "C", "H", "H", "H", "H", "H", "H", "N", "N", "N", "N"], "coordinates": [[1.69648, 0.27390, -0.25826], [-0.66058, -1.19528, -0.53123], [-1.73180, -0.37960, 0.27948], [-2.03296, 0.94285, 0.01874], [3.34705, 1.63638, 0.54309], [1.54772, -0.54106, -1.23582], [0.64965, 0.93033, 1.77581], [-0.24755, -1.06072, -1.71508], [-1.08025, -2.26015, -0.52803], [-2.43461, -1.17601, 0.69739], [2.94940, 0.76773, -0.18541], [0.55735, 0.49218, 0.72193], [-0.38290, -0.53505, 0.81404], [-2.17699, 2.10449, -0.39667]], "smiles": "[H]/N=C\\NN1C[C@@H]1C#N", "lumo_energy_ev": 0.581, "total_charge": 0, "homo_energy_ev": -8.65}

***

Stability summary: most stable one, least stable two.

***

one.
{"formula": "C8H14N", "method": "wB97M-V/def2-TZVPD", "elements": ["C", "C", "C", "N", "C", "C", "C", "C", "C", "H", "H", "H", "H", "H", "H", "H", "H", "H", "H", "H", "H", "H", "H"], "coordinates": [[1.07685, 3.15142, -1.06752], [-0.01134, 2.77871, -0.40432], [-1.16772, 1.91119, 0.34841], [-0.79608, 0.42402, 0.38385], [0.54386, 0.28003, 1.07023], [0.66543, -1.31784, 1.44625], [0.87397, -2.06521, -0.00647], [-0.27136, -1.69313, -1.08891], [-0.85925, -0.18934, -0.98490], [2.04766, 3.28116, -1.67886], [-2.20379, 2.03410, -0.17238], [-1.17399, 2.29331, 1.43631], [-1.50271, -0.01007, 1.02551], [1.34172, 0.44074, 0.23388], [0.68925, 0.96839, 1.97800], [1.51256, -1.53864, 2.18887], [-0.38174, -1.69081, 1.81332], [1.90619, -1.67525, -0.39410], [1.01242, -3.21704, 0.11838], [0.23708, -1.77226, -2.13826], [-1.09498, -2.49546, -1.07551], [-1.99450, -0.26284, -1.25438], [-0.37781, 0.43323, -1.82141]], "smiles": "C#CC[NH+]1CCCCC1", "lumo_energy_ev": -3.087, "total_charge": 1, "homo_energy_ev": -13.90}

***

two.
{"formula": "C8H14N", "method": "wB97M-V/def2-TZVPD", "elements": ["C", "C", "C", "C", "C", "C", "C", "C", "N", "H", "H", "H", "H", "H", "H", "H", "H", "H", "H", "H", "H", "H", "H"], "coordinates": [[-1.07394, -0.56792, 0.08088], [-1.51701, 0.58901, -0.21686], [0.37491, -0.94557, 0.27914], [1.12955, 1.38165, -0.53405], [1.39653, 0.02981, -0.17306], [-2.17089, -1.65278, 0.07210], [-2.47417, 1.60430, -0.26129], [2.68029, -0.66664, -0.45817], [1.56564, 1.17499, 0.79027], [0.63669, -1.09507, 1.39118], [0.58159, -2.00221, -0.17983], [1.55171, 2.02676, -1.33044], [-3.03592, -1.07269, -0.13183], [-1.90750, -2.18836, 0.97239], [-2.03679, -2.22971, -0.82850], [-3.22482, 1.50694, 0.63021], [-3.13970, 1.68716, -1.10298], [-1.98262, 2.48654, -0.10970], [3.42178, -0.58317, 0.41032], [3.16854, -0.20793, -1.35862], [2.50646, -1.77331, -0.67411], [2.54698, 1.13770, 1.00901], [1.00271, 1.36051, 1.72393]], "lumo_energy_ev": [-4.581, -4.379], "total_charge": 1, "homo_energy_ev": [-11.80, -12.05]}

***

Stability summary: most stable one, least stable two.

***

one.
{"formula": "C3H9N2O2", "method": "wB97M-V/def2-TZVPD", "elements": ["C", "C", "C", "N", "N", "O", "O", "H", "H", "H", "H", "H", "H", "H", "H", "H"], "coordinates": [[-1.64023, -1.05871, 3.22341], [1.58538, -0.71138, -1.03135], [1.76767, 1.74319, -1.31897], [-2.10982, -0.27309, 0.51744], [1.17675, 0.65286, -0.95435], [-1.44044, -1.08810, 4.33312], [-0.08358, 0.80145, -0.62943], [2.32805, -0.86366, -1.75523], [2.04037, -1.08601, -0.18655], [0.59294, -1.22809, -1.12811], [2.81531, 1.62401, -1.67800], [-2.68699, 0.62411, 0.50562], [1.25871, 2.62728, -1.15084], [-2.41997, -0.97917, -0.26034], [-2.08498, -0.86551, 1.32598], [-1.09916, 0.08083, 0.18760]], "lumo_energy_ev": -3.182, "total_charge": 1, "homo_energy_ev": -13.45}

***

two.
{"formula": "C3H9N2O2", "method": "wB97M-V/def2-TZVPD", "elements": ["C", "C", "C", "N", "N", "O", "O", "H", "H", "H", "H", "H", "H", "H", "H", "H"], "coordinates": [[-0.06311, -0.02958, 1.87823], [-1.69198, -1.50059, -1.99451], [0.79409, 1.75374, -0.94538], [-0.81974, -0.59389, -0.15905], [0.03618, 0.01810, 0.49433], [-0.60393, -0.90075, -1.45344], [1.11283, 0.64266, -0.02149], [0.97657, -0.44281, 2.30685], [-1.05639, -0.24524, 2.41739], [-0.04599, 1.03948, 2.25590], [-2.56757, -0.83727, -2.17222], [-1.99507, -2.39424, -1.40449], [-1.31442, -1.80648, -2.98534], [1.66508, 2.52277, -0.74874], [-0.15012, 2.13465, -0.50944], [0.69094, 1.54848, -2.02539]], "smiles": "CO/N=[N+](/C)OC", "lumo_energy_ev": -5.372, "total_charge": 1, "homo_energy_ev": -15.65}

***

three.
{"formula": "C3H9N2O2", "method": "wB97M-V/def2-TZVPD", "elements": ["C", "C", "N", "C", "N", "H", "H", "H", "H", "H", "H", "H", "O", "H", "H", "O"], "coordinates": [[-1.65721, -0.37709, -0.85395], [-1.95971, 0.70757, 0.00804], [-1.29217, 0.55326, 1.10014], [-0.29056, -0.47207, 0.90916], [-0.72858, -1.11789, -0.32726], [-2.11168, -0.72114, -1.77105], [-2.82002, 1.36540, -0.01745], [-0.99492, 1.32779, 1.69453], [-0.27296, -1.22153, 1.70076], [0.25815, -1.18622, -0.98942], [0.69131, 0.00542, 0.71248], [2.08914, -1.25761, -1.69210], [1.49096, -0.85135, -1.05679], [2.23464, 0.46609, -0.26268], [3.12115, 1.57865, 0.45549], [2.24246, 1.20070, 0.39010]], "lumo_energy_ev": -7.151, "total_charge": 1, "homo_energy_ev": -14.17}

***

Stability summary: most stable one, least stable two.

***

one.
{"formula": "C12H12", "method": "wB97M-V/def2-TZVPD", "elements": ["C", "C", "C", "C", "C", "C", "C", "C", "C", "C", "C", "C", "H", "H", "H", "H", "H", "H", "H", "H", "H", "H", "H", "H"], "coordinates": [[-1.29609, -0.78592, 0.93000], [-0.95550, 0.48118, 0.62116], [-1.86098, 1.33405, -0.08538], [-3.03670, 0.83284, -0.60129], [-3.40427, -0.47517, -0.31500], [-2.59430, -1.21956, 0.49199], [1.58284, 1.05709, 0.07437], [2.91044, 1.11364, 0.28177], [3.55689, -0.10913, 0.03449], [2.88502, -1.21447, -0.40141], [1.48319, -1.16841, -0.55161], [0.78739, -0.05501, -0.06861], [-0.67382, -1.42831, 1.44143], [0.04548, 0.91631, 0.74870], [-1.63504, 2.34630, -0.41294], [-3.58643, 1.35945, -1.40233], [-4.41552, -0.87937, -0.48355], [-3.05658, -2.13745, 0.73585], [1.12088, 1.97410, 0.35221], [3.59141, 1.97161, 0.52010], [4.49291, -0.07932, 0.51701], [3.39387, -2.14174, -0.70878], [0.94474, -1.88069, -1.12682], [-0.27984, 0.18798, -0.59135]], "lumo_energy_ev": 0.736, "total_charge": 0, "homo_energy_ev": -7.38}

***

two.
{"formula": "C12H12", "method": "wB97M-V/def2-TZVPD", "elements": ["C", "C", "C", "C", "C", "C", "C", "C", "C", "C", "C", "C", "H", "H", "H", "H", "H", "H", "H", "H", "H", "H", "H", "H"], "coordinates": [[1.06917, -0.10205, 1.16841], [0.25772, 1.01350, 1.22187], [-1.10497, 0.99260, 0.82565], [-1.64755, -0.21189, 0.41447], [-0.78870, -1.33800, 0.33180], [0.48688, -1.27234, 0.70714], [-0.88040, 0.87690, -0.99807], [0.34455, 1.54777, -0.79374], [1.52211, 0.81320, -0.67600], [1.49872, -0.57278, -0.66103], [0.26175, -1.20466, -0.78978], [-0.90198, -0.48662, -1.01903], [2.10892, -0.04244, 1.46626], [0.63308, 2.00833, 1.65719], [-1.73989, 1.89682, 0.88946], [-2.73903, -0.29579, 0.26504], [-1.16939, -2.31511, 0.09866], [1.08630, -2.16288, 0.72270], [-1.82954, 1.40419, -1.21522], [0.35033, 2.62371, -0.80807], [2.46280, 1.33272, -0.53297], [2.40848, -1.17005, -0.46486], [0.20093, -2.29193, -0.75233], [-1.89030, -1.04321, -1.05754]], "lumo_energy_ev": 0.247, "total_charge": 0, "homo_energy_ev": -5.62}

***

Stability summary: most stable one, least stable two.